one) A cluster of 5 separate species, C3H14O4 in total. Source: the Open Molecules 2025 dataset; level of theory: ωB97M-V/def2-TZVPD.

XYZ file:
```
21
Properties=species:S:1:pos:R:3
C 3.621 1.159 1.327
C 2.585 0.207 0.833
C 2.659 -1.146 0.812
H 3.554 2.150 0.877
H 3.500 1.354 2.413
H 4.646 0.804 1.212
H 1.711 0.684 0.358
H 2.563 -1.585 -0.174
H 3.011 -1.747 1.634
H 1.229 -1.580 2.939
H 0.281 -0.990 1.919
O 0.302 -1.402 2.793
H -7.142 1.596 -0.760
H -5.954 0.972 -0.124
O -6.368 1.070 -0.982
H -0.605 0.256 -0.741
H -0.032 1.549 -0.256
O -0.621 0.859 0.006
H -0.024 -0.220 -4.348
H -0.513 -1.132 -3.320
O -0.707 -0.887 -4.222
```

## Properties
gap between HOMO and LUMO	8.929	eV
SMILES	C=CC.O.O.O.O

two) A cluster of 4 separate species, C3H14O4 in total. Source: the Open Molecules 2025 dataset; level of theory: ωB97M-V/def2-TZVPD.

XYZ file:
```
21
Properties=species:S:1:pos:R:3
C -0.131 0.774 -1.692
C -1.131 1.234 -0.624
C -0.435 1.386 0.726
O -2.179 0.211 -0.496
H -0.512 0.808 -2.712
H 0.355 -0.160 -1.422
H 0.621 1.574 -1.615
H -1.717 2.127 -0.847
H -0.130 0.453 1.183
H -0.929 2.067 1.410
H 0.514 1.840 0.443
H -2.495 0.016 -1.382
H 2.638 0.927 -0.296
H 3.894 1.072 0.483
O 3.196 0.435 0.328
H -0.888 -0.998 1.240
H -2.186 -1.506 0.957
O -1.366 -1.820 1.342
H 2.116 -1.984 0.838
H 0.610 -2.210 0.558
O 1.438 -1.878 0.176
```

## Properties
gap between HOMO and LUMO	11.167	eV
SMILES	CC(C)O.O.O.O

three) A cluster of 4 separate species, C3H14O4 in total. Source: the Open Molecules 2025 dataset; level of theory: ωB97M-V/def2-TZVPD.

XYZ file:
```
21
Properties=species:S:1:pos:R:3
C 2.445 0.241 -0.546
C 1.094 0.189 0.123
C 1.164 0.354 1.631
O 0.346 -1.056 -0.100
H 2.378 0.157 -1.629
H 3.198 -0.369 -0.048
H 2.760 1.287 -0.430
H 0.478 0.913 -0.348
H 0.292 -0.034 2.137
H 1.340 1.394 1.912
H 2.021 -0.194 2.033
H 0.979 -1.686 -0.459
H -2.741 -1.330 0.409
H -2.507 -2.159 -0.883
O -3.107 -1.545 -0.453
H -2.186 0.993 -2.316
H -1.673 -0.164 -1.436
O -1.401 0.491 -2.085
H -1.425 0.308 1.361
H -1.492 1.204 0.153
O -1.962 1.008 0.973
```

## Properties
gap between HOMO and LUMO	11.318	eV
SMILES	CC(C)O.O.O.O

Most stable = three)

one) A cluster of 10 separate species, H19O10 in total. Source: the Open Molecules 2025 dataset; level of theory: ωB97M-V/def2-TZVPD.

XYZ file:
```
29
Properties=species:S:1:pos:R:3
O 0.527 -0.171 -3.863
H -0.276 1.203 2.640
H 0.060 -1.017 -3.869
O -2.371 -1.362 -1.923
H -2.255 -1.936 -1.148
H -0.141 -0.699 -0.807
O 2.230 -1.058 -0.581
H -1.416 -1.287 -2.134
H 3.074 -0.690 -0.817
O 2.189 1.302 0.515
H -3.334 -0.867 0.147
H 1.060 -0.158 -3.010
O -2.599 -0.913 0.757
H -0.735 0.757 -1.193
H 1.289 1.070 0.244
O -0.963 3.430 0.023
H -1.753 3.331 0.599
H -0.317 2.774 0.288
O 1.145 -0.755 3.720
H 0.878 0.168 3.700
H 0.819 2.325 2.453
O 0.206 1.921 3.073
H 0.080 -2.667 -0.506
H -1.854 -1.513 0.431
O 0.082 0.261 -1.136
H 1.415 -0.879 -1.096
O -0.562 -1.994 -0.291
H 2.720 0.590 0.854
H 0.801 -1.166 2.927
```

## Properties
gap between HOMO and LUMO	9.172	eV
charge	-1

two) A cluster of 10 separate species, H19O10 in total. Source: the Open Molecules 2025 dataset; level of theory: ωB97M-V/def2-TZVPD.

XYZ file:
```
29
Properties=species:S:1:pos:R:3
O -0.674 0.132 0.065
H 0.138 -0.352 0.017
O 1.208 2.028 0.114
H 0.562 1.272 0.114
H 1.857 1.761 -0.509
O -0.048 -1.331 2.170
H -0.150 -0.632 1.494
H 0.887 -1.333 2.469
O 0.048 0.845 -2.446
H -0.148 0.527 -1.525
H 0.894 0.556 -2.675
O -2.874 1.039 -1.057
H -2.132 0.566 -0.692
H -2.788 1.912 -0.683
O -0.580 -2.162 -1.367
H -0.762 -1.284 -0.996
H -1.242 -2.704 -1.008
O -1.074 1.800 2.180
H -0.851 1.367 2.992
H -0.941 1.295 1.367
O -2.864 -1.130 1.603
H -2.795 -0.636 2.381
H -1.954 -1.150 1.198
O 2.211 -1.058 -0.020
H 2.859 -0.727 0.563
H 2.156 -1.981 0.178
O 3.077 0.795 -1.866
H 2.650 0.150 -1.341
H 3.337 0.441 -2.726
```

## Properties
gap between HOMO and LUMO	9.095	eV
charge	-1

Most stable = two)

one) A structure of composition CH6N4S. Source: the Open Molecules 2025 dataset; level of theory: ωB97M-V/def2-TZVPD.

XYZ file:
```
12
Properties=species:S:1:pos:R:3
C -1.064 1.228 -1.392
N 0.235 -1.155 1.191
N -0.682 -1.656 0.691
N 0.794 -1.216 2.391
N -0.147 0.146 -1.216
S 1.103 0.339 -0.269
H -1.160 1.894 -0.524
H -0.751 1.835 -2.253
H -2.043 0.803 -1.618
H 0.558 -1.988 3.007
H 1.718 -0.821 2.473
H 1.819 -0.705 -0.758
```

## Properties
gap between HOMO and LUMO (alpha / beta)	7.740 / 7.568	eV

two) The molecule CH6N4S. Source: the Open Molecules 2025 dataset; level of theory: ωB97M-V/def2-TZVPD.

XYZ file:
```
12
Properties=species:S:1:pos:R:3
C 0.188 0.086 0.116
H -0.933 0.781 -2.160
H -2.079 0.899 -0.949
H -0.934 -1.470 -0.530
H 1.561 -0.498 1.588
H -0.142 -2.255 1.980
H 0.940 -2.807 0.846
N -1.579 0.199 -1.522
N -0.688 -0.510 -0.715
N 0.806 -0.832 0.978
N 0.224 -2.106 1.039
S 0.570 1.724 0.004
```

## Properties
gap between HOMO and LUMO	8.991	eV
SMILES	NNC(=S)NN

Most stable = two)